Record 1
The following is a quantum chemistry calculation of C2H2F3NO as an isolated structure, from OMol25.

Output
HOMO-LUMO gap, eV: 9.8
Energy, a.u.: -506.91997
HOMO, hartree: -0.35971

Last column: Mulliken charge in e.
Element x y z (Å)
C 1.0244 0.4983 0.0581  0.327
C -1.3179 -0.9095 -0.0505  0.847
N 2.1602 0.9125 -0.2227  -0.605
O 0.5845 -0.7626 -0.0673  -0.509
F -1.7316 -1.8327 0.6915  -0.150
F -1.7153 0.2344 0.4046  -0.181
F -1.5333 -1.0907 -1.3451  -0.165
H 0.1340 1.1096 0.4714  0.169
H 2.3949 1.8407 0.0600  0.267

=====

Record 2
The following is a quantum chemistry calculation of C8H13F2N2 as an isolated structure, from OMol25.

Output
HOMO-LUMO gap (spin up / spin down), eV: 9.7 / 7.3
Total charge: +1
Energy, a.u.: -621.35641
HOMO (spin up / spin down), hartree: -0.54421 / -0.46950

Last column: Mulliken charge in e.
Element x y z (Å)
C -0.2738 -1.0892 -0.0903  0.335
C 1.0831 -0.8161 -0.1605  0.500
C -1.0043 0.0744 0.2018  0.107
C -0.9310 -2.4147 -0.4098  -1.138
C -2.9388 1.1002 -0.9188  -1.090
C 2.3410 0.2690 1.4947  -0.747
C 2.3717 1.1207 -0.7942  -0.872
C -2.3074 0.6175 0.4410  0.247
N 0.4524 1.3543 0.6098  -0.980
N 1.4932 0.5195 0.3185  0.754
F 2.0377 -1.7332 -0.3092  -0.297
F -3.0121 -0.3472 1.2066  -0.309
H -1.3207 -2.2678 -1.4587  0.312
H -1.7047 -2.6873 0.4017  0.323
H -0.1254 -3.1494 -0.2814  0.361
H -2.8577 0.3472 -1.7221  0.335
H -3.9556 1.5201 -0.8011  0.357
H -2.2667 2.0360 -1.2256  0.303
H 2.9081 1.1254 1.8913  0.346
H 1.6124 -0.2161 2.3211  0.313
H 3.0094 -0.5948 1.3195  0.384
H 3.2635 0.6614 -0.9812  0.435
H 1.9252 0.9692 -1.8336  0.315
H 2.4398 2.1047 -0.4453  0.428
H -2.2395 1.4961 1.2259  0.280

=====

Record 3
The following is a quantum chemistry calculation of one molecule with the formula C19H17Cl2NO4, from OMol25.

Output
HOMO-LUMO gap, eV: 7.3
Energy, a.u.: -2010.25445
HOMO, hartree: -0.31441
SMILES string: CCOC(=O)/C(Cl)=C/c1cc(N2C(=O)C3=C(CCCC3)C2=O)ccc1Cl

Last column: Mulliken charge in e.
Element x y z (Å)
C 0.5796 -5.0354 -6.0940  -1.251
C 0.5082 -5.4516 -4.6639  -0.126
O 0.5855 -4.2511 -3.8558  -0.230
C 0.3052 -4.4139 -2.5032  0.368
O -0.1437 -5.4326 -2.0031  -0.576
C 0.6283 -3.2343 -1.6810  0.518
Cl 1.3525 -2.0056 -2.4454  -0.177
C 0.4335 -3.1718 -0.2510  -1.001
C 0.9015 -2.1619 0.7873  0.652
C 0.6439 -0.8007 0.7081  0.032
C 0.7722 0.0914 1.8143  0.018
N 0.1184 1.3613 1.7177  0.210
C -0.9619 1.6903 0.9679  0.293
O -1.5332 1.0487 0.0225  -0.689
C -1.3563 3.0316 1.3193  0.279
C -0.4597 3.5008 2.2780  0.302
C -0.5255 4.8831 2.9174  -0.418
C -0.7082 5.8249 1.7309  -0.800
C -2.0721 5.5796 1.0611  -0.691
C -2.2468 4.0915 0.5413  -0.555
C 0.5495 2.4803 2.4913  0.060
O 1.4944 2.5088 3.3122  -0.616
C 1.4249 -0.4439 2.9632  -0.476
C 1.7882 -1.7675 3.0590  -0.853
C 1.3583 -2.6105 2.0736  0.250
Cl 1.8448 -4.2675 2.2311  -0.211
H 0.7189 -5.8610 -6.8061  0.391
H 1.5209 -4.4503 -6.2604  0.303
H -0.2497 -4.4238 -6.4227  0.314
H 1.2737 -6.1880 -4.4799  0.317
H -0.4854 -6.0125 -4.6229  0.239
H 0.0682 -4.1347 0.2258  0.434
H -0.0147 -0.5133 -0.1963  0.352
H -1.4606 4.8545 3.6229  0.283
H 0.3914 5.2004 3.4753  0.275
H 0.0515 5.7962 0.9544  0.373
H -0.7859 6.8255 2.1107  0.379
H -2.8758 5.7351 1.7822  0.327
H -2.2892 6.3077 0.2602  0.332
H -3.3152 3.8017 0.6430  0.316
H -1.9413 4.0177 -0.5098  0.329
H 1.8191 0.1825 3.8088  0.309
H 2.2928 -2.1817 3.9160  0.415

=====

Record 4
The following is a quantum chemistry calculation of one molecule with the formula C3H8O, from OMol25.

Output
HOMO-LUMO gap, eV: 10.9
Energy, a.u.: -194.31426
HOMO, hartree: -0.35830
SMILES string: CCOC

Last column: Mulliken charge in e.
Element x y z (Å)
C 0.6182 1.0574 -0.8735  -0.999
C 0.5971 0.5699 0.5713  -0.258
O 0.8037 -0.8237 0.6803  -0.344
C -0.3687 -1.5877 0.5836  -0.655
H -0.2065 0.6474 -1.4667  0.285
H 0.5486 2.1508 -0.9123  0.338
H 1.5584 0.7558 -1.3435  0.267
H -0.3436 0.8592 1.0648  0.304
H 1.4184 1.0377 1.1256  0.276
H -1.0317 -1.4178 1.4446  0.272
H -0.9341 -1.3759 -0.3346  0.275
H -0.0706 -2.6396 0.5774  0.241

=====

Computed values of relative energy (zero: lowest compared OMol25 entry of this formula, charge and spin) (unit: kJ/mol) for the preceding records, in sequence: 299.6 558.6 208.7 56.9.